Entry 1:
This record from the Open Molecules 2025 dataset describes a 2-piece molecular cluster, C4H8NO2 overall in a non-equilibrium geometry. The level of theory is ωB97M-V/def2-TZVPD.

XYZ file:
```
15
Properties=species:S:1:pos:R:3:forces:R:3:mulliken_charge:R:1
C 2.118017 0.937673 -0.335365 -1.5 -3.3 -0.6 0.828
C -1.443710 -1.643191 -0.470032 -2.2 1.9 1.8 -0.504
C -1.719530 -0.234682 0.208641 -0.3 -0.7 -3.6 0.095
C 2.936653 1.920034 -0.213087 -0.7 1.6 -0.7 -0.867
N -0.658368 -1.179531 0.664934 2.4 -1.7 2.2 -0.150
O 1.515681 -0.110048 -0.427685 1.7 3.0 0.1 -0.617
O -1.464998 0.926246 -0.559534 1.0 -2.6 0.8 -0.454
H -2.084551 -2.442036 -0.117241 -0.3 0.1 -0.7 0.292
H -1.032947 -1.677247 -1.447456 0.7 0.0 -0.5 0.296
H 2.938344 2.949775 -0.591252 -0.4 -0.8 -0.4 0.302
H 3.556538 1.821536 0.615733 1.3 -0.5 1.4 0.256
H -2.634684 -0.065946 0.724659 -0.2 -0.8 1.3 0.401
H -0.699715 -1.831053 1.545692 -0.3 2.0 -1.8 0.374
H 0.360920 -1.040970 0.414632 -1.1 0.9 0.2 0.399
H -1.687652 1.669437 -0.012637 -0.1 0.8 0.4 0.349
```
Forces are in eV/Å.

Properties
molecular weight: 102.11 g/mol
ΔE to the lowest compared entry with this formula, charge and spin: 3.480 eV
HOMO: -13.365 eV
LUMO energy: -3.38 eV
total charge: +1
electronic energy: -9852.8508 eV
orbital gap: 9.989 eV
max |F|: 3.678 eV/A

---

Entry 2:
This record from the Open Molecules 2025 dataset describes C2H10BaNPS as an isolated structure in a non-equilibrium geometry. The level of theory is ωB97M-V/def2-TZVPD.

XYZ file:
```
16
Properties=species:S:1:pos:R:3:forces:R:3:mulliken_charge:R:1
C 2.422997 -0.112049 0.485287 1.5 -0.2 0.3 -0.723
N 1.392152 -0.911979 -0.279866 -0.5 2.2 0.2 -0.365
C 0.356819 -0.044680 -0.961343 0.5 -0.7 -1.1 -0.510
P -1.355628 -0.298494 -0.082652 1.9 -2.2 -1.1 0.170
S -3.309415 -0.521169 0.812329 -1.3 1.8 0.4 -0.175
H 3.191608 -0.869731 0.986363 -1.8 1.7 -1.0 0.314
H 1.986255 0.593412 1.311847 0.6 -1.2 -1.3 0.192
H 3.084361 0.560493 -0.238108 -1.7 -1.5 1.3 0.281
H 0.972449 -1.681735 0.285941 0.5 0.9 -0.6 0.296
H 0.210835 -0.457109 -2.068741 0.2 1.1 2.2 0.355
H 0.641306 1.086205 -1.057897 0.1 -1.8 0.3 0.310
H -0.706085 -0.609654 1.172606 -0.2 -0.1 -0.5 0.158
H -1.604706 -1.412411 -1.005137 0.0 0.6 1.0 0.245
H -1.708588 1.085476 -0.401161 -0.4 -2.8 -1.5 -0.350
H -3.887180 0.780605 0.758963 0.6 -1.4 -0.1 0.042
Ba -1.687180 2.812820 0.281570 0.0 3.8 1.5 1.760
```
Forces are in eV/Å.

Properties
molecular weight: 248.48 g/mol
HOMO: -15.465 eV
LUMO energy: -8.91 eV
total charge: +2
electronic energy: -24522.4576 eV
orbital gap: 6.556 eV
max |F|: 4.041 eV/A

---

Entry 3:
This record from the Open Molecules 2025 dataset describes a 2-piece molecular cluster, CH3O3S2 overall in a non-equilibrium geometry. The level of theory is ωB97M-V/def2-TZVPD.

XYZ file:
```
9
Properties=species:S:1:pos:R:3:forces:R:3:mulliken_charge:R:1
C 1.836172 -0.201163 0.001677 -0.2 -0.1 -0.2 -0.669
O -1.338633 1.510392 0.307438 -0.1 -1.1 -0.1 -0.468
O -2.839399 -0.320568 1.045473 0.9 0.0 -0.6 -0.492
O -2.510248 0.124132 -1.360571 0.6 -0.3 0.7 -0.483
S 0.636297 -1.549441 -0.016858 -1.5 0.5 0.1 -0.458
S -2.009456 0.251738 -0.002031 0.1 0.6 -0.1 0.925
H 2.133099 0.040459 -1.018489 0.1 0.2 0.1 0.208
H 2.708602 -0.523627 0.569030 0.1 0.1 0.1 0.243
H 1.383566 0.668077 0.474331 0.1 0.1 0.0 0.194
```
Forces are in eV/Å.

Properties
molecular weight: 127.17 g/mol
ΔE to the lowest compared entry with this formula, charge and spin: 1.460 eV
HOMO (alpha / beta): -3.938 / -3.876 eV
LUMO energy (alpha / beta): 2.79 / 2.61 eV
total charge: -1
electronic energy: -28898.9383 eV
orbital gap (alpha / beta): 6.728 / 6.482 eV
max |F|: 1.585 eV/A

---

Entry 4:
This record from the Open Molecules 2025 dataset describes a 2-piece molecular cluster, BrClH2O2Si overall in a non-equilibrium geometry. The level of theory is ωB97M-V/def2-TZVPD.

XYZ file:
```
7
Properties=species:S:1:pos:R:3:forces:R:3:mulliken_charge:R:1
O 0.595209 1.153297 -0.772870 -0.1 0.5 -0.7 -0.509
Si 1.150227 -0.135768 -0.249707 -1.2 -0.4 1.7 0.690
O 0.369801 -0.974310 0.906016 -0.3 0.8 -0.5 -0.366
Cl 2.881018 -1.014710 -0.459664 1.4 -0.5 -0.6 -0.164
H 0.543377 -1.889749 1.090854 0.3 -0.5 0.1 0.342
Br -1.037618 -1.593300 -2.557992 -1.3 -6.2 -4.3 -0.162
H -0.806587 -0.608841 -1.842867 1.2 6.3 4.3 0.170
```
Forces are in eV/Å.

Properties
molecular weight: 177.46 g/mol
ΔE to the lowest compared entry with this formula, charge and spin: 3.398 eV
HOMO: -11.320 eV
LUMO energy: -0.23 eV
electronic energy: -94572.0708 eV
orbital gap: 11.090 eV
max |F|: 7.735 eV/A